{
  "formula": "C7H9N",
  "method": "ωB97M-V/def2-TZVPD",
  "symbols": ["C", "C", "C", "C", "C", "C", "C", "N", "H", "H", "H", "H", "H", "H", "H", "H", "H"],
  "positions_angstrom": [[-0.687226, -1.126035, -0.608045], [-1.764798, -0.344494, -0.532864], [0.488190, -0.814823, 0.287110], [-0.692796, 1.198066, 1.038260], [1.048012, -1.854371, 0.853290], [0.664077, 0.611777, 0.577738], [0.983057, 1.495916, -0.623840], [-1.783697, 0.675220, 0.437970], [-0.586008, -1.682750, -1.495712], [-2.459485, -0.260887, -1.323677], [1.873620, -1.771936, 1.663983], [0.886702, -2.960266, 0.624105], [1.394575, 0.729129, 1.387258], [1.913655, 1.188744, -1.078059], [1.202766, 2.553084, -0.522448], [0.263804, 1.474805, -1.394151], [-2.744455, 0.888813, 0.709087]],
  "atomic_forces_ev_per_a": [[0.3, 1.9, 0.1], [1.8, -0.2, 0.1], [-2.0, -1.4, -1.4], [-1.2, -0.1, 0.4], [3.0, -2.3, 2.3], [-1.5, 1.2, 0.6], [1.8, 0.2, -0.4], [0.9, -0.1, 0.6], [0.2, -1.1, -0.6], [-1.1, -0.3, -0.5], [-1.4, 0.3, -1.5], [-0.4, 1.8, 0.0], [-0.2, 0.2, -0.2], [0.4, -0.6, -0.3], [-0.4, 0.2, 1.2], [-1.1, -0.4, -0.8], [0.8, 0.8, 0.3]],
  "nbo_charge": [-0.22, -0.06, -0.05, 0.17, -0.36, -0.38, -0.61, -0.60, 0.22, 0.20, 0.19, 0.21, 0.24, 0.22, 0.23, 0.21, 0.40],
  "homo_ha": -0.287,
  "gap_ev": 8.5354,
  "spin_multiplicity": 1,
  "e_above_lowest_kcal_mol": 91.0,
  "charge": 0
}